# 1
# C20H22N4O5PdS

A molecular structure, C20H22N4O5PdS (ωB97M-V/def2-TZVPD, OMol25).

Kohn-Sham gap ... 5.48 eV
Net charge ... -2
Molar mass ... 536.91 g mol⁻¹

```
53
Properties=species:S:1:pos:R:3:forces:R:3:mulliken_charge:R:1
Pd -1.5940 1.6071 -1.2035 0.0 0.0 0.0 -0.4017
C 1.0304 6.8387 3.1576 0.0 0.0 0.0 -1.4078
C 1.0907 6.3354 1.7384 0.0 0.0 0.0 1.0016
C 2.1089 6.7333 0.8810 0.0 0.0 0.0 -0.5620
C 2.1544 6.2781 -0.4324 0.0 0.0 0.0 -0.5678
C 1.1721 5.4234 -0.9002 -0.1 -0.1 0.0 -0.0052
C 0.1540 5.0021 -0.0506 0.0 0.0 0.0 -0.2057
C 0.1196 5.4593 1.2561 0.0 0.0 0.0 -0.6971
S 1.1859 4.8270 -2.5987 0.0 0.2 0.2 1.1931
O 2.5693 4.9901 -3.0323 0.0 0.0 0.0 -0.7140
O 0.2216 5.6458 -3.3020 0.0 0.0 0.0 -0.7466
N 0.6370 3.3754 -2.4837 0.2 -0.2 0.0 -0.6132
C 1.3377 2.3606 -1.8764 -0.2 0.2 -0.1 0.3243
C 2.7358 2.2713 -1.7194 0.0 -0.1 0.0 -0.3443
C 3.2756 1.1536 -1.1152 0.0 0.0 0.0 -0.4491
C 2.4522 0.1186 -0.6823 0.0 0.1 0.0 -0.4725
C 1.0914 0.2745 -0.8617 0.0 -0.1 0.0 -0.2662
N 0.5520 1.3622 -1.4213 -0.1 0.1 0.1 -0.2493
H 2.0069 7.1922 3.4925 0.0 0.0 0.0 0.3499
H 0.7014 6.0534 3.8400 0.0 0.0 0.0 0.3436
H 0.3265 7.6703 3.2522 0.0 0.0 0.0 0.2730
H 2.8871 7.3956 1.2478 0.0 0.0 0.0 0.2744
H 2.9563 6.5658 -1.1001 0.0 0.0 0.0 0.4114
H -0.5755 4.2851 -0.4159 0.0 0.0 0.0 0.2469
H -0.6650 5.1122 1.9208 0.0 0.0 0.0 0.3606
H 3.3597 3.0704 -2.0889 0.0 0.0 0.0 0.4648
H 4.3523 1.0864 -0.9927 0.0 0.0 0.0 0.3374
H 2.8229 -0.7779 -0.2054 0.0 0.0 0.0 0.4736
H 0.3961 -0.4955 -0.5434 0.0 0.0 0.0 0.3472
C 1.9848 -5.1795 1.1552 0.0 0.0 0.0 -0.9027
N 0.9730 -4.7076 0.2429 0.0 0.0 0.0 0.1681
C 0.5417 -5.4617 -0.8086 0.0 0.0 0.0 0.1213
C -0.3729 -4.9908 -1.6629 0.0 0.0 0.0 -0.7587
C -0.9145 -3.6297 -1.4636 0.0 0.0 0.0 0.4579
O -1.7400 -3.1879 -2.2683 -0.1 0.0 0.0 -0.7168
N -0.4736 -2.9131 -0.3914 0.1 -0.1 0.0 -0.3267
C 0.4547 -3.3931 0.4457 0.0 0.2 0.0 0.3716
O 0.9392 -2.7815 1.4075 0.0 0.0 0.0 -0.7359
H 2.2694 -6.1935 0.8672 0.0 0.0 0.0 0.2880
H 1.6150 -5.1822 2.1818 0.0 0.0 0.0 0.2626
H 2.8648 -4.5343 1.1334 0.0 0.0 0.0 0.2479
H 0.9880 -6.4470 -0.8995 0.0 0.0 0.0 0.2168
H -0.7202 -5.5734 -2.5038 0.0 0.0 0.0 0.3618
C -3.5925 2.9805 0.9008 0.0 0.0 0.0 -0.7109
O -4.0062 1.6836 0.4879 -0.1 0.0 0.0 -0.2848
C -3.2695 1.1236 -0.4857 0.1 0.0 -0.1 0.5826
C -3.8166 -0.2535 -0.7218 0.0 0.0 0.1 -0.9778
H -2.7470 2.8989 1.5857 0.0 0.0 0.0 0.2634
H -4.4463 3.4367 1.4054 0.0 0.0 0.0 0.2755
H -3.2824 3.5607 0.0308 0.0 0.0 0.0 0.2698
H -4.9034 -0.2965 -0.5798 0.0 0.0 0.0 0.3576
H -3.3379 -0.9160 0.0088 0.0 0.0 0.0 0.2286
H -3.5286 -0.6381 -1.6964 0.0 0.0 0.0 0.2414
```
Forces are in eV/Å.



# 2
# C4H9O2

2 unconnected molecules or ions with the total composition C4H9O2 at a distorted geometry (ωB97M-V/def2-TZVPD, OMol25).

Kohn-Sham gap ... 7.27 eV
Net charge ... -1
Molar mass ... 89.11 g mol⁻¹

```
15
Properties=species:S:1:pos:R:3:forces:R:3:mulliken_charge:R:1
C -1.0155 1.0754 1.6125 -0.7 -0.7 1.0 -0.8021
C -1.2159 2.2818 0.7148 1.4 0.7 -2.0 0.5803
O -0.4606 3.2723 0.8858 -0.2 -0.1 0.8 -0.7423
O -1.9979 2.1426 -0.2593 -0.5 -0.4 0.5 -0.7388
H -1.7236 1.1850 2.4475 0.0 -0.2 -0.1 0.2890
H -0.0458 0.9385 2.0905 0.2 0.4 -0.3 0.2496
H -1.2714 0.1508 1.0913 -0.1 0.1 -0.1 0.1744
C 0.5461 -2.0214 -1.0491 0.3 0.9 -1.2 -0.8760
C 1.4012 -0.7352 -0.9961 -0.6 -1.0 -0.9 -0.7508
H 1.1735 -2.8571 -1.3597 0.0 -0.4 0.8 0.3288
H -0.0415 -2.1038 -0.1404 0.1 -0.6 0.0 0.2785
H -0.1165 -1.9333 -1.9162 -0.4 0.1 0.3 0.2434
H 0.7192 0.1041 -0.8897 0.4 0.3 0.6 0.2114
H 1.8666 -0.6342 -1.9797 0.2 0.2 0.1 0.3015
H 2.1821 -0.8654 -0.2522 -0.1 0.6 0.2 0.2533
```
Forces are in eV/Å.



# 3
# C3HO2Yb

A molecular structure, C3HO2Yb at a distorted geometry (ωB97M-V/def2-TZVPD, OMol25).

Kohn-Sham gap ... 5.44 eV
Net charge ... +1
Molar mass ... 242.08 g mol⁻¹

```
7
Properties=species:S:1:pos:R:3:forces:R:3:mulliken_charge:R:1
C 1.0898 0.0021 -0.1589 -1.5 -1.8 0.7 0.1799
O 0.5912 -1.1029 -0.0553 2.2 0.9 -0.5 -0.5036
O 0.1630 1.0653 -0.0437 0.7 2.0 0.1 -0.3549
C -1.1177 0.7370 0.1390 -0.2 -2.7 -0.1 -0.1525
C -1.7924 -0.2974 0.2186 0.1 1.5 -0.5 -0.0971
H -2.5233 -1.0541 -0.0071 0.0 0.3 0.4 0.3610
Yb 3.5894 0.6500 -0.0925 -1.4 -0.3 -0.1 1.5671
```
Forces are in eV/Å.



# 4
# H26O13

13 unconnected molecules or ions with the total composition H26O13 at a distorted geometry (ωB97M-V/def2-TZVPD, OMol25).

Kohn-Sham gap ... 10.91 eV
Net charge ... 0
Molar mass ... 234.20 g mol⁻¹

```
39
Properties=species:S:1:pos:R:3:forces:R:3:mulliken_charge:R:1
O -2.3801 2.7311 0.6091 0.4 0.3 0.6 -0.6513
H -3.1464 3.2689 0.8147 0.0 0.4 0.2 0.3081
H -1.6813 3.0198 1.2103 0.0 -0.1 -0.3 0.2668
O 0.4072 0.2520 -0.4457 -0.8 -1.1 0.1 -0.5531
H -0.4141 -0.2803 -0.3677 0.4 0.8 -0.2 0.1562
H 1.0277 -0.3903 -0.0696 0.1 -0.1 0.3 0.4416
O -1.9671 -0.0727 -3.6058 -1.6 -0.4 1.1 -0.6260
H -1.1875 -0.4579 -3.1991 0.0 0.0 0.1 0.2916
H -2.7179 -0.3068 -2.9746 1.6 0.5 -1.2 0.3308
O 1.6818 2.1134 0.9092 1.1 0.8 -0.1 -0.5571
H 2.3636 2.8266 0.9658 -0.7 -1.0 -0.4 0.2838
H 1.8076 1.6221 0.0683 -0.3 0.7 0.8 0.2763
O 1.4639 -4.3200 -0.8271 -0.1 0.2 -1.3 -0.6189
H 1.3110 -3.8246 -1.6499 0.4 -0.6 -0.1 0.2886
H 1.0439 -3.6956 -0.2480 -0.2 0.3 1.2 0.3343
O 2.0367 0.3912 3.4933 -0.4 1.2 0.0 -0.5926
H 1.9865 1.2605 3.0424 0.3 -0.8 -0.4 0.3059
H 1.3903 0.5778 4.1874 0.1 -0.6 0.2 0.2965
O 2.2976 -1.0691 -1.6982 0.6 -0.7 -1.3 -0.5681
H 2.3440 -1.3492 -2.6318 0.3 -0.1 0.6 0.2655
H 1.7018 -0.3288 -1.7639 -0.7 0.6 0.2 0.3190
O 4.5035 -0.4147 0.3983 2.1 -0.6 0.0 -0.5935
H 3.9711 -0.7134 1.1263 -0.9 0.6 -0.1 0.3050
H 4.1435 0.1506 -0.2753 -1.1 -0.1 0.2 0.2800
O -3.4344 -1.2748 -0.3806 0.5 -0.5 0.1 -0.6690
H -3.1585 -0.3622 -0.2245 -0.3 0.0 -0.1 0.4346
H -4.1796 -1.1559 -0.9722 -0.2 0.0 0.0 0.2715
O -3.9741 1.2817 -0.7216 1.0 1.7 0.8 -0.7312
H -4.1491 1.4655 0.2168 -0.8 -0.8 -0.2 0.2946
H -3.1974 1.9102 -0.6883 -0.5 -1.0 -1.2 0.4734
O -1.4954 -1.3148 3.6984 0.8 -1.4 -0.6 -0.6197
H -0.8121 -1.9517 3.9890 -0.3 0.7 0.5 0.3166
H -1.6477 -1.7496 2.8409 -0.6 0.7 0.0 0.3002
O 1.7431 -2.3468 1.0212 -0.7 0.3 0.0 -0.6645
H 1.7598 -1.9596 1.9085 0.6 -0.1 -0.3 0.2566
H 2.6101 -2.4901 0.6167 0.0 0.2 0.5 0.3381
O -0.8123 2.9205 -2.3718 0.7 0.4 -1.3 -0.5607
H -1.2489 2.7849 -3.2232 -0.8 -0.5 0.3 0.3124
H 0.0093 3.2518 -2.7776 0.1 0.0 0.9 0.2577
```
Forces are in eV/Å.



# 5
# C26H33F3KN7O3S

A molecular structure, C26H33F3KN7O3S (ωB97M-V/def2-TZVPD, OMol25).

Kohn-Sham gap ... 5.78 eV
Net charge ... -2
Molar mass ... 619.75 g mol⁻¹

```
74
Properties=species:S:1:pos:R:3:forces:R:3:mulliken_charge:R:1
K 0.7297 -0.8460 1.1011 -0.2 0.1 -0.6 0.8063
C -5.0893 2.2363 -0.4005 0.0 0.0 0.0 -1.6609
C -3.6882 1.8350 -0.8753 0.0 -0.1 0.1 0.6496
C -3.3534 2.5723 -2.1654 0.0 0.1 -0.1 -1.5475
C -2.6894 2.0440 0.2436 0.0 0.1 -0.1 0.5156
C -2.0886 3.2766 0.4917 -0.1 0.0 -0.1 -0.1109
C -1.2104 3.4401 1.5509 0.0 0.0 0.1 -0.9006
C -0.9267 2.3852 2.4160 0.0 0.1 -0.1 0.9768
C 0.0357 2.5427 3.5575 0.1 0.0 0.1 -1.4963
C -1.5410 1.1616 2.1799 0.1 0.0 0.0 -1.1391
C -2.3903 0.9899 1.0965 -0.1 -0.1 0.1 -0.1346
H -5.8360 2.0461 -1.1753 0.0 0.0 0.0 0.4465
H -5.1167 3.3020 -0.1583 0.0 0.0 0.0 0.3265
H -5.3746 1.6859 0.4962 0.0 0.0 0.0 0.3766
H -3.6970 0.7601 -1.0838 0.0 0.0 0.0 0.3000
H -3.4066 3.6564 -2.0289 0.0 0.0 0.0 0.3178
H -4.0797 2.3158 -2.9409 0.0 0.0 0.0 0.4212
H -2.3630 2.3336 -2.5513 0.1 -0.1 0.1 0.2504
H -2.2900 4.1151 -0.1670 0.0 0.0 0.0 0.2329
H -0.7200 4.3960 1.6998 0.0 0.0 0.0 0.3169
H -0.4716 2.8910 4.4615 0.0 0.0 0.0 0.3604
H 0.8212 3.2578 3.3121 0.0 0.0 0.0 0.3110
H 0.5002 1.5851 3.7931 0.0 0.0 0.0 0.2430
H -1.3087 0.3210 2.8221 0.0 -0.1 0.1 0.6779
H -2.8078 0.0062 0.9132 0.0 0.0 0.0 0.3994
N -1.6101 -4.4599 -1.9309 -0.1 -0.3 0.0 -0.4098
C -1.3640 -3.6876 -0.7955 0.1 0.8 -0.2 0.1538
S -2.0477 -2.0838 -0.8403 -0.1 -0.1 0.0 -0.5257
N -0.5877 -4.2275 0.0880 0.0 -0.2 -0.1 -1.0855
N -0.2450 -3.3867 1.1293 0.2 0.2 0.6 0.5325
C 0.4145 -3.9799 2.0516 -0.2 -0.2 -0.2 -0.3054
C 0.9292 -3.4850 3.3314 0.2 -0.2 0.2 0.8716
C 1.6814 -4.4527 4.0168 0.0 0.1 0.0 -0.7669
C 2.2500 -4.2560 5.2598 0.1 -0.2 -0.1 -0.7713
C 2.0552 -3.0199 5.8715 0.0 0.2 0.2 -0.2575
C 1.3184 -2.0414 5.2564 -0.1 0.1 0.0 -0.6756
C 0.7129 -2.1999 3.9675 0.0 -0.3 -0.1 0.2036
O 0.0452 -1.2529 3.4561 -0.2 0.1 0.1 -0.6450
H -2.4737 -4.2031 -2.3814 0.0 0.0 0.0 0.2306
H -1.4990 -5.4491 -1.7539 0.0 0.0 0.0 0.2574
H 0.6298 -5.0422 1.8760 0.0 0.0 0.0 0.1558
H 1.8134 -5.4089 3.5181 0.0 0.0 0.1 0.2266
H 2.8308 -5.0349 5.7397 0.0 0.0 0.0 0.3484
H 2.4911 -2.8155 6.8463 0.0 0.0 0.0 0.3298
H 1.1665 -1.0752 5.7252 0.0 0.0 0.0 0.3318
C 0.1241 0.6588 -2.1348 -0.1 0.0 0.1 -0.3614
N 0.0637 1.1166 -3.5322 -0.1 0.1 0.0 0.1217
C -0.1280 -0.0638 -4.3781 -0.1 0.0 0.0 -0.7565
N 0.9500 -1.0390 -4.2274 0.0 -0.1 -0.1 0.0035
C 0.9847 -1.4428 -2.8133 0.0 -0.1 0.1 -0.6080
N 1.2093 -0.2986 -1.9294 0.1 -0.1 0.1 0.8120
C 2.4698 0.3401 -2.2913 0.0 0.0 0.1 -0.8063
N 2.4714 0.7846 -3.6962 0.1 0.0 0.0 0.0850
C 1.3561 1.7136 -3.8665 -0.1 0.1 -0.1 -0.7778
C 2.2132 -0.3801 -4.5414 0.0 0.0 -0.1 -0.6652
H -0.8165 0.1682 -1.8700 0.0 0.1 0.0 -0.1325
H 0.2831 1.5228 -1.4840 0.0 0.0 0.0 0.0380
H -0.1757 0.2578 -5.4248 0.0 0.0 0.0 0.3619
H -1.0709 -0.5405 -4.1011 0.0 0.0 0.0 0.3715
H 1.7928 -2.1645 -2.6707 0.0 0.0 0.0 0.3018
H 0.0350 -1.9068 -2.5405 0.0 0.0 0.0 0.0798
H 3.2915 -0.3599 -2.1298 0.0 0.0 0.0 0.2721
H 2.6267 1.2033 -1.6457 0.0 0.0 0.0 0.0635
H 1.3303 2.0449 -4.9113 0.0 0.0 0.0 0.3666
H 1.5192 2.5832 -3.2250 0.0 0.0 0.0 0.3853
H 3.0274 -1.0978 -4.4089 0.0 0.0 0.0 0.3498
H 2.1950 -0.0563 -5.5888 0.0 0.0 0.0 0.3375
F 3.2957 3.2373 2.0549 0.0 0.0 0.0 -0.3301
C 3.2069 2.5778 0.8770 0.1 -0.1 0.0 0.8793
F 1.9047 2.6118 0.5259 -0.1 0.0 0.0 -0.1036
F 3.8547 3.3456 -0.0346 0.0 0.0 0.0 -0.3154
C 3.8178 1.1163 0.9664 0.1 0.5 0.2 0.1995
O 5.0161 1.1095 1.2295 0.4 0.1 0.0 -0.7386
O 3.0033 0.2104 0.7720 -0.3 -0.3 -0.1 -0.5714
```
Forces are in eV/Å.



# 6
# C5H9NO

4 unconnected molecules or ions with the total composition C5H9NO (ωB97M-V/def2-TZVPD, OMol25).

Kohn-Sham gap ... 9.37 eV
Net charge ... 0
Molar mass ... 99.13 g mol⁻¹

```
16
Properties=species:S:1:pos:R:3:forces:R:3:mulliken_charge:R:1
C 1.4739 0.3227 0.7541 0.0 0.0 0.1 -1.3784
C 0.4892 -0.4367 -0.1188 0.4 -0.2 -0.1 0.5985
C 0.3078 -0.0521 -1.4321 0.3 -0.3 0.1 -0.8847
C -1.4918 0.2478 0.8865 -0.3 0.1 0.3 -0.2136
O -1.8224 1.3339 0.3932 -0.1 -0.2 0.1 -0.4708
C 0.2221 -1.8094 0.2240 -0.2 -0.6 0.2 0.2274
N 0.0152 -2.9097 0.5229 0.1 0.9 -0.2 -0.5043
H 1.2591 1.3967 0.7124 0.0 -0.2 0.0 0.3587
H 1.4272 0.0075 1.8014 0.0 0.0 -0.2 0.3712
H 2.5015 0.1617 0.4077 -0.1 0.0 0.1 0.3796
H 0.9614 0.7124 -1.8492 -0.3 0.0 0.1 0.3551
H -0.8758 0.9348 -1.5439 -0.3 0.4 -0.1 -0.1863
H -0.1206 -0.7347 -2.1618 0.0 0.0 0.2 0.3876
H -2.0002 -0.6881 0.6040 0.1 0.2 0.0 0.3345
H -0.9092 0.2361 1.8145 0.1 -0.1 -0.1 0.2893
H -1.4376 1.2770 -1.0148 0.3 0.0 -0.3 0.3361
```
Forces are in eV/Å.



E (eV)
-51610.055; -8390.048; -38738.972; -27038.635; -79387.810; -8864.227